# C21H19NO3

An isolated molecule of C21H19NO3 (wB97M-V/def2-TZVPD, the Open Molecules 2025 dataset).

Last column: Mulliken charge in e.
Atoms and positions in Å:
C  -4.3539  -4.8944  1.5151  -0.742
O  -4.6191  -3.4987  1.6893  -0.422
C  -3.7980  -2.5766  1.0953  0.667
C  -3.8973  -1.2408  1.5616  -0.638
C  -2.8940  -0.3348  1.2617  -0.623
C  -1.7690  -0.6483  0.4753  -0.342
C  -0.7496  0.4470  0.1845  0.278
C  0.3839  0.1088  -0.7376  0.477
C  0.8303  1.1660  -1.5072  -0.360
C  1.9605  0.9734  -2.3110  0.845
C  2.5631  -0.2945  -2.4194  0.052
O  3.6622  -0.3037  -3.2098  -0.532
C  3.8600  1.0715  -3.7354  -0.334
C  2.7492  1.9641  -3.1114  -0.630
C  2.0486  -1.3837  -1.7251  -1.437
C  0.9714  -1.1552  -0.8761  -0.795
C  -1.8810  -1.8703  -0.2319  -0.210
C  -2.8187  -2.8713  0.1150  -0.732
H  -5.0507  -5.4590  2.1523  0.236
H  -4.5061  -5.1901  0.4480  0.291
H  -3.3082  -5.1459  1.7956  0.337
H  -4.7300  -0.9546  2.1919  0.421
H  -2.9708  0.7098  1.6115  0.367
H  -1.2896  1.3948  -0.0976  0.530
H  0.3685  2.1563  -1.4006  0.309
H  4.8893  1.4062  -3.4565  0.270
H  3.7886  1.0146  -4.8536  0.244
H  2.1477  2.4413  -3.9107  0.282
H  3.1844  2.7367  -2.4648  0.234
H  2.5142  -2.3487  -1.8205  0.443
H  0.5905  -1.9940  -0.2898  0.908
H  -1.2081  -2.1255  -1.0658  0.673
H  -2.7728  -3.8827  -0.3513  0.259
O  0.0065  0.7506  1.6277  -0.501
C  0.7591  1.8762  1.7842  0.641
C  0.2268  3.1737  1.9808  -0.308
C  1.1209  4.2244  2.3406  -0.352
N  2.4333  4.0489  2.5014  -0.612
C  2.9395  2.8260  2.3343  -0.390
C  2.1481  1.7085  1.9776  -0.219
H  -0.8576  3.3475  1.9897  0.362
H  0.7525  5.2448  2.5263  0.340
H  4.0170  2.6933  2.5049  0.342
H  2.5584  0.6884  1.9114  0.371

Forces on atoms 1 to 3 (eV/Å):
0.38 -0.01 -0.80
0.02 0.08 -0.21
0.88 -0.01 -0.01

As for the SMILES: COc1ccc([C@@H](Oc2ccncc2)c2ccc3c(c2)CCO3)cc1. The value obtained for the LUMO energy is 0.62 eV. Its energy above the lowest of the compared OMol25 structures with the same formula, charge and spin is 80.73 kcal/mol. The HOMO energy is -8.32 eV. For the gap between HOMO and LUMO, the calculation gives 8.94 eV.

***

# N2O5S2

An isolated molecule of N2O5S2 (wB97M-V/def2-TZVPD, the Open Molecules 2025 dataset).

Last column: Mulliken charge in e.
Atoms and positions in Å:
N  1.1367  1.3193  1.6450  -0.485
N  -1.4912  -1.8442  0.5324  0.234
O  1.6109  1.8896  -0.8702  -0.480
O  -0.7990  0.8376  -0.1479  -0.357
O  -0.7671  -0.7210  -2.0788  -0.477
O  0.9218  -0.5092  -0.1933  -0.211
O  -1.0946  -1.5209  1.6072  -0.055
S  1.0353  1.1478  0.2004  0.772
S  -0.5528  -0.5990  -0.6948  1.059

Forces on atoms 1 to 3 (eV/Å):
-0.05 -0.40 -2.21
1.96 1.58 4.74
-0.64 -0.83 -1.33

The value obtained for the LUMO energy is -3.66 eV. The HOMO energy is -9.95 eV. For the gap between HOMO and LUMO, the calculation gives 6.30 eV.

***

# C13H27FN2O5PS

A 2-piece molecular cluster, C13H27FN2O5PS overall (wB97M-V/def2-TZVPD, the Open Molecules 2025 dataset).

Last column: Mulliken charge in e.
Atoms and positions in Å:
C  2.2120  -1.4858  0.4279  -1.594
C  0.7663  -1.0743  0.2907  0.303
F  0.2513  -1.6999  -0.8445  -0.308
C  0.4753  0.4239  0.1375  0.270
C  1.6105  1.4005  -0.2428  -0.691
C  1.2686  2.7399  0.4578  -0.574
P  1.4503  4.2895  -0.6420  0.108
N  2.0468  5.4834  0.3976  -0.535
O  2.7970  3.8423  -1.4222  -0.453
N  -0.1643  2.5275  0.8941  0.296
C  -0.7985  3.5440  1.7936  -0.606
C  -1.9647  4.2522  1.1234  -1.000
C  -3.1798  3.3420  0.9121  -0.370
S  -4.1948  3.3793  2.4219  -0.222
C  -0.1205  1.0675  1.3758  -0.532
O  -1.3515  0.5790  1.7138  -0.502
H  2.5902  -1.2597  1.4267  0.397
H  2.2757  -2.5635  0.2834  0.429
H  2.8472  -1.0110  -0.3182  0.370
H  0.1845  -1.4532  1.1344  0.301
H  -0.2996  0.4882  -0.6343  0.184
H  2.5841  1.0646  0.1051  0.500
H  1.6699  1.5122  -1.3242  0.314
H  1.8423  2.8417  1.3827  0.630
H  2.9411  5.3101  0.8470  0.280
H  1.4016  5.8761  1.0698  0.266
H  3.6300  3.8402  -0.9345  0.320
H  -0.7033  2.5030  0.0225  0.397
H  -0.0219  4.2454  2.0924  0.405
H  -1.1408  3.0190  2.6869  0.338
H  -1.6440  4.6993  0.1778  0.235
H  -2.2279  5.0894  1.7741  0.531
H  -3.7493  3.6622  0.0428  0.417
H  -2.8755  2.3082  0.7483  0.217
H  -4.7334  2.1624  2.2754  0.155
H  0.6023  1.0811  2.1985  0.268
H  -1.5692  0.7315  2.6379  0.431
C  -1.0515  -4.3545  -2.0582  -1.232
C  -0.2424  -5.5687  -2.4231  0.514
C  -0.9345  -6.9161  -2.3323  -0.512
O  0.1475  -7.7914  -1.9991  -0.325
C  1.0973  -7.0679  -1.3604  0.619
O  2.0349  -7.5188  -0.7913  -0.519
O  0.8193  -5.7438  -1.4637  -0.306
H  -1.4461  -4.4600  -1.0466  0.338
H  -0.4145  -3.4746  -2.0876  0.161
H  -1.8834  -4.2217  -2.7507  0.408
H  0.2269  -5.4542  -3.4050  0.257
H  -1.3989  -7.2519  -3.2547  0.310
H  -1.6625  -6.9345  -1.5166  0.310

Forces on atoms 1 to 3 (eV/Å):
0.00 -0.05 0.05
0.16 -0.02 0.05
-0.03 0.12 -0.09

The value obtained for the LUMO energy is -2.74 eV. The HOMO energy is -12.37 eV. For the gap between HOMO and LUMO, the calculation gives 9.63 eV. Its total charge is +1.